Model one:
This record from the OMol25 dataset describes a structure of composition C4H6F3KO2. The level of theory is wB97M-V/def2-TZVPD.

HOMO-LUMO gap ... 7.74 eV
HOMO energy ... -8.0 eV

Geometry as ORCA input:
```
! RIJCOSX wB97M-V def2-TZVPD def2/J DEFGRID3
* xyz 0 1
K 0.23 1.02 3.61
C 0.11 0.11 1.08
O -0.19 0.62 -0.22
O 0.15 1.34 1.85
C -0.87 -1.03 1.63
F -2.03 -1.05 1.04
F -0.36 -2.32 1.55
F -1.23 -0.95 2.91
C 0.38 -0.09 -1.30
C 0.41 0.88 -2.40
H -0.56 1.29 -2.68
H 1.15 1.65 -2.17
H 0.75 0.39 -3.31
H -0.35 -0.86 -1.53
H 1.29 -0.67 -1.17
H 1.10 -0.34 1.10
*
```

Mulliken population analysis, charges in e, atoms 1 to 8: number 1, K, carries 0.927; number 2, C, carries 0.053; number 3, O, carries -0.304; number 4, O, carries -1.124; number 5, C, carries 0.927; number 6, F, carries -0.260; number 7, F, carries -0.298; number 8, F, carries -0.357

Model two:
This record from the OMol25 dataset describes a structure of composition C4H6F3KO2. The level of theory is wB97M-V/def2-TZVPD.

HOMO-LUMO gap ... 2.68 eV
HOMO energy ... -5.2 eV

Geometry as ORCA input:
```
! RIJCOSX wB97M-V def2-TZVPD def2/J DEFGRID3
* xyz 0 1
K 3.41 -4.24 4.59
C 0.64 0.52 0.85
O -0.62 0.23 0.43
O 0.39 0.21 2.19
C 1.86 -0.17 0.04
F 2.20 0.46 -1.08
F 2.93 -0.33 0.82
F 1.55 -1.48 -0.15
C -1.02 0.76 -0.87
C -2.42 0.19 -1.29
H -2.93 -0.03 -0.35
H -2.98 0.82 -1.97
H -2.18 -0.80 -1.67
H -0.30 0.45 -1.63
H -1.29 1.80 -0.70
H 0.76 1.60 0.78
*
```

natural (NBO) population analysis, charges in e, atoms 1 to 8: number 1, K, carries 0.980; number 2, C, carries 0.287; number 3, O, carries -0.534; number 4, O, carries -0.914; number 5, C, carries 0.907; number 6, F, carries -0.332; number 7, F, carries -0.350; number 8, F, carries -0.358

Which of them is most stable? Easy: model one.

Model one:
This record from the OMol25 dataset describes a cluster of 2 separate species, C2H8N3O2 in total. The level of theory is wB97M-V/def2-TZVPD.

HOMO-LUMO gap (alpha / beta) ... 9.14 / 7.79 eV
HOMO energy (alpha / beta) ... -14.7 / -13.9 eV

Geometry as ORCA input:
```
! RIJCOSX wB97M-V def2-TZVPD def2/J DEFGRID3
* xyz 1 1
C 1.78 0.03 -1.27
C -0.05 -1.19 -0.41
N 0.60 0.11 -0.39
N -1.22 0.91 1.73
N 0.37 1.03 0.37
O -1.21 -0.29 1.93
O -2.39 1.50 1.22
H 1.66 -0.31 -2.27
H 2.29 1.08 -1.27
H 2.42 -0.57 -0.80
H 0.56 -2.00 -0.72
H -0.52 -1.59 0.42
H -0.84 -1.20 -1.29
H -0.76 1.54 2.28
H -2.70 0.95 0.48
*
```

natural (NBO) population analysis, charges in e, atoms 1 to 8: number 1, C, carries -0.435; number 2, C, carries -0.505; number 3, N, carries -0.023; number 4, N, carries 0.332; number 5, N, carries -0.015; number 6, O, carries -0.288; number 7, O, carries -0.475; number 8, H, carries 0.254

Model two:
This record from the OMol25 dataset describes the ion C2H8N3O2 with charge +1. The level of theory is wB97M-V/def2-TZVPD.

HOMO-LUMO gap ... 9.23 eV
SMILES ... CCON[N+](N)=O
HOMO energy ... -14.8 eV

Geometry as ORCA input:
```
! RIJCOSX wB97M-V def2-TZVPD def2/J DEFGRID3
* xyz 1 1
C 2.52 0.26 -0.09
C 1.16 -0.36 -0.10
N -2.81 -0.18 -0.36
N -0.91 0.07 0.90
N -1.60 0.31 -0.30
O -1.13 0.99 -1.15
O 0.38 0.36 0.95
H 2.69 0.90 -0.89
H 2.69 0.74 0.86
H 3.25 -0.54 -0.04
H 1.11 -1.41 0.31
H 0.48 -0.23 -1.05
H -3.17 -0.71 0.37
H -3.29 -0.18 -1.23
H -1.37 -0.03 1.82
*
```

natural (NBO) population analysis, charges in e, atoms 1 to 8: number 1, C, carries -0.658; number 2, C, carries -0.071; number 3, N, carries -0.533; number 4, N, carries -0.129; number 5, N, carries 0.514; number 6, O, carries -0.241; number 7, O, carries -0.317; number 8, H, carries 0.238

Model three:
This record from the OMol25 dataset describes a cluster of 2 separate species, C2H8N3O2 in total. The level of theory is wB97M-V/def2-TZVPD.

HOMO-LUMO gap ... 9.86 eV
HOMO energy ... -14.3 eV

Geometry as ORCA input:
```
! RIJCOSX wB97M-V def2-TZVPD def2/J DEFGRID3
* xyz 1 1
C -0.39 -0.02 -0.10
C 0.77 2.07 0.65
N -1.56 0.13 -0.71
N 0.60 0.63 0.37
N 0.14 -1.97 -0.40
O 1.72 -0.16 0.82
O -0.83 -2.51 -1.12
H 1.85 2.34 0.74
H 0.29 2.88 0.07
H 0.52 2.17 1.64
H -2.14 0.96 -0.49
H -1.83 -0.81 -1.04
H 1.00 -1.91 -1.02
H 1.37 -1.02 1.10
H -1.51 -2.76 -0.52
*
```

natural (NBO) population analysis, charges in e, atoms 1 to 8: number 1, C, carries 0.584; number 2, C, carries -0.468; number 3, N, carries -0.773; number 4, N, carries -0.095; number 5, N, carries -0.293; number 6, O, carries -0.489; number 7, O, carries -0.488; number 8, H, carries 0.272

Model four:
This record from the OMol25 dataset describes the ion C2H8N3O2 with charge +1. The level of theory is wB97M-V/def2-TZVPD.

HOMO-LUMO gap ... 9.80 eV
SMILES ... CO/N=[N+](/N)OC
HOMO energy ... -14.8 eV

Geometry as ORCA input:
```
! RIJCOSX wB97M-V def2-TZVPD def2/J DEFGRID3
* xyz 1 1
C -2.54 -0.71 0.11
C 1.08 1.86 -0.47
N -0.32 -0.87 0.01
N 1.93 -1.36 0.12
N 0.89 -0.45 0.13
O -1.27 -0.02 0.20
O 1.23 0.81 0.48
H -2.83 -0.98 1.15
H -2.39 -1.48 -0.74
H -3.25 0.12 -0.06
H 2.11 2.43 -0.58
H 0.24 2.48 0.07
H 0.94 1.38 -1.45
H 1.61 -2.28 0.25
H 2.58 -0.93 0.78
*
```

natural (NBO) population analysis, charges in e, atoms 1 to 8: number 1, C, carries -0.285; number 2, C, carries -0.295; number 3, N, carries 0.182; number 4, N, carries -0.573; number 5, N, carries 0.340; number 6, O, carries -0.272; number 7, O, carries -0.325; number 8, H, carries 0.228

Which of them is most stable? Easy: model three.

Model one:
This record from the OMol25 dataset describes a structure of composition C6H10N5. The level of theory is wB97M-V/def2-TZVPD.

HOMO-LUMO gap ... 9.69 eV
HOMO energy ... -12.4 eV

Geometry as ORCA input:
```
! RIJCOSX wB97M-V def2-TZVPD def2/J DEFGRID3
* xyz 1 1
C 3.04 -1.11 -0.06
C 0.97 -0.34 -0.09
C 1.90 0.67 0.01
C 0.27 2.39 -0.25
C -0.51 -0.38 -0.20
C -1.20 -0.53 1.15
N 3.17 0.16 -0.06
N 1.70 -1.51 -0.16
N 1.52 2.01 0.12
N -0.70 1.52 -0.34
N -1.02 -0.95 -1.28
H 3.81 -1.77 -0.03
H -0.02 3.37 -0.34
H -2.20 -0.51 0.98
H -0.73 0.34 1.85
H -1.03 -1.57 1.48
H 1.25 -2.38 -0.06
H 2.23 2.73 0.29
H -1.61 1.89 -0.46
H -1.82 -1.51 -1.26
H -0.33 -1.19 -2.03
*
```

natural (NBO) population analysis, charges in e, atoms 1 to 8: number 1, C, carries 0.228; number 2, C, carries -0.027; number 3, C, carries 0.263; number 4, C, carries 0.354; number 5, C, carries 0.430; number 6, C, carries -0.631; number 7, N, carries -0.419; number 8, N, carries -0.517

Model two:
This record from the OMol25 dataset describes a cluster of 2 separate species, C6H10N5 in total. The level of theory is wB97M-V/def2-TZVPD.

HOMO-LUMO gap (alpha / beta) ... 7.34 / 7.34 eV
HOMO energy (alpha / beta) ... -12.8 / -12.8 eV

Geometry as ORCA input:
```
! RIJCOSX wB97M-V def2-TZVPD def2/J DEFGRID3
* xyz 1 1
C -2.08 1.54 0.09
C 0.03 2.37 0.03
C -1.76 0.22 -0.09
C -0.34 -0.12 -0.07
C 0.40 1.07 -0.08
C -2.80 -0.88 -0.10
N -1.25 2.47 -0.02
N 2.63 -0.97 0.14
N 0.00 -1.42 -0.18
N 3.60 1.02 -0.20
N 2.58 0.21 -0.12
H -3.06 1.88 0.33
H 0.70 3.16 0.29
H -3.17 -1.36 0.84
H -3.80 -0.49 -0.41
H -2.33 -1.66 -0.72
H 3.71 -1.30 0.28
H -0.75 -2.01 -0.42
H 1.03 -1.64 -0.05
H 3.46 1.91 -0.71
H 4.50 0.63 -0.18
*
```

natural (NBO) population analysis, charges in e, atoms 1 to 8: number 1, C, carries 0.057; number 2, C, carries -0.038; number 3, C, carries -0.029; number 4, C, carries 0.112; number 5, C, carries 0.316; number 6, C, carries -0.651; number 7, N, carries -0.331; number 8, N, carries -0.370

Which of them is most stable? Easy: model one.

Model one:
This record from the OMol25 dataset describes the molecule C8H12. The level of theory is wB97M-V/def2-TZVPD.

HOMO-LUMO gap ... 8.69 eV
SMILES ... C=C/C=C(\C)C(=C)C
HOMO energy ... -8.2 eV

Geometry as ORCA input:
```
! RIJCOSX wB97M-V def2-TZVPD def2/J DEFGRID3
* xyz 0 1
C -2.01 1.66 -0.84
C -1.44 0.39 -0.18
C -2.29 -0.48 0.39
C 0.62 -0.91 -0.22
C 0.01 0.30 -0.09
C 0.77 1.45 0.59
C 2.55 -2.40 0.15
C 2.02 -1.16 -0.01
H -2.64 2.20 -0.15
H -1.17 2.26 -1.18
H -2.53 1.34 -1.75
H -1.84 -1.32 0.89
H -3.32 -0.57 0.09
H -0.01 -1.79 -0.31
H 0.13 2.07 1.21
H 1.25 2.07 -0.17
H 1.48 1.02 1.29
H 2.06 -3.24 -0.32
H 3.59 -2.48 0.44
H 2.77 -0.40 0.16
*
```

natural (NBO) population analysis, charges in e, atoms 1 to 8: number 1, C, carries -0.648; number 2, C, carries 0.006; number 3, C, carries -0.409; number 4, C, carries -0.221; number 5, C, carries -0.001; number 6, C, carries -0.651; number 7, C, carries -0.373; number 8, C, carries -0.221

Model two:
This record from the OMol25 dataset describes the molecule C8H12. The level of theory is wB97M-V/def2-TZVPD.

HOMO-LUMO gap ... 10.22 eV
SMILES ... C1C[C@@H]2[C@@H]3CC[C@@H]1[C@H]23
HOMO energy ... -9.0 eV

Geometry as ORCA input:
```
! RIJCOSX wB97M-V def2-TZVPD def2/J DEFGRID3
* xyz 0 1
C -0.50 -1.00 1.32
C -1.82 -0.16 1.06
C -1.07 1.08 0.15
C 0.24 1.31 -0.88
C 1.04 0.25 -1.80
C 1.41 -1.04 -0.82
C 0.12 -0.65 0.12
C 0.43 0.87 0.44
H 0.17 -0.49 2.10
H -0.45 -2.17 1.66
H -1.91 0.36 2.10
H -2.81 -0.72 0.78
H -1.40 2.00 0.31
H 0.51 2.34 -1.16
H 2.11 0.91 -2.15
H 0.38 -0.15 -2.69
H 2.38 -1.16 -0.13
H 1.10 -2.05 -1.22
H -0.75 -0.86 -0.49
H 0.82 1.33 1.27
*
```

natural (NBO) population analysis, charges in e, atoms 1 to 8: number 1, C, carries -0.410; number 2, C, carries -0.420; number 3, C, carries -0.193; number 4, C, carries -0.186; number 5, C, carries -0.407; number 6, C, carries -0.423; number 7, C, carries -0.198; number 8, C, carries -0.304

Model three:
This record from the OMol25 dataset describes a cluster of 2 separate species, C8H12 in total. The level of theory is wB97M-V/def2-TZVPD.

HOMO-LUMO gap (alpha / beta) ... 8.32 / 8.02 eV
HOMO energy (alpha / beta) ... -8.1 / -7.8 eV

Geometry as ORCA input:
```
! RIJCOSX wB97M-V def2-TZVPD def2/J DEFGRID3
* xyz 0 1
C 2.29 -0.60 -0.74
C 1.53 0.21 -1.48
C 0.90 -0.68 3.14
C 0.05 -1.31 2.40
C 0.20 0.57 -1.25
C -0.36 -0.10 -0.19
C -0.44 1.55 -2.15
C -1.75 -0.14 0.28
H 3.33 -0.80 -0.99
H 1.88 -1.11 0.11
H 1.98 0.94 -2.28
H 1.85 -0.36 2.70
H 0.82 -0.55 4.30
H -0.89 -1.78 2.37
H -0.94 1.08 -3.06
H 0.37 2.27 -2.43
H -1.20 2.12 -1.53
H -2.51 -0.72 -0.37
H -2.04 0.90 0.25
H -2.00 -0.50 1.34
*
```

natural (NBO) population analysis, charges in e, atoms 1 to 8: number 1, C, carries -0.382; number 2, C, carries -0.201; number 3, C, carries -0.534; number 4, C, carries -0.073; number 5, C, carries -0.213; number 6, C, carries 0.225; number 7, C, carries -0.631; number 8, C, carries -0.741

Which of them is most stable? Easy: model one.